<P>
ORCA calculation (ωB97M-V/def2-TZVPD) on 2 unconnected molecules or ions with the total composition C4H10O3.

```
17
Properties=species:S:1:pos:R:3
C 0.675 -2.362 1.541
O 1.828 -2.900 1.925
C 0.755 -1.265 0.461
C -0.562 -0.451 0.344
C -0.616 0.531 -0.831
O -1.037 1.823 -0.385
H 0.089 -1.867 2.367
H -0.087 -3.095 1.131
H 1.549 -0.552 0.738
H 1.027 -1.636 -0.538
H -0.726 0.088 1.272
H -1.361 -1.199 0.213
H 0.355 0.626 -1.310
H -1.360 0.160 -1.553
H -0.699 2.497 -0.996
H 0.148 5.007 -1.751
O 0.020 4.595 -2.628
```

Computed properties:
Kohn-Sham gap ... 6.79 eV
Total charge ... -2

Results of the Löwdin charge analysis, in e, for atoms 1 through 5:
1. C -0.618
2. O -0.385
3. C -0.240
4. C -0.223
5. C -0.282

<Q>
ORCA calculation (ωB97M-V/def2-TZVPD) on a molecular structure, C4H10O3.

```
17
Properties=species:S:1:pos:R:3
C -0.797 -2.113 -1.452
O -0.237 -3.202 -2.002
C 0.252 -1.019 -0.844
C -0.505 0.211 -0.325
C 0.452 1.422 0.127
O -0.215 2.334 0.926
H -1.459 -1.568 -2.095
H -1.347 -2.452 -0.536
H 0.793 -0.667 -1.694
H 0.999 -1.532 -0.220
H -0.939 0.643 -1.272
H -1.333 0.004 0.332
H 0.657 1.990 -0.792
H 1.262 0.862 0.615
H 0.383 2.235 2.058
H 0.458 1.268 3.476
O 1.011 1.891 3.002
```

Computed properties:
Kohn-Sham gap ... 6.26 eV
Total charge ... -2

Results of the Löwdin charge analysis, in e, for atoms 1 through 5:
1. C -0.565
2. O -0.438
3. C -0.231
4. C -0.225
5. C -0.400

Most stable to least stable, the ends of the list are <P> and <Q>.

<P>
ORCA calculation (ωB97M-V/def2-TZVPD) on a gas-phase ion, C7H9N (charge +1).

```
17
Properties=species:S:1:pos:R:3
C -0.617 -2.012 0.178
N 0.724 -1.674 -0.325
C 0.999 -0.287 -0.399
C 1.645 0.510 0.437
C 0.888 1.694 0.815
C -0.405 1.710 0.186
C -1.326 0.580 -0.003
C -0.396 0.711 -1.048
H -0.647 -3.065 0.361
H -0.817 -1.527 1.084
H -1.445 -1.677 -0.501
H 0.944 -2.094 -1.261
H 2.520 0.186 0.986
H 1.236 2.305 1.693
H -0.854 2.731 -0.041
H -2.360 0.794 -0.080
H -0.086 1.115 -2.080
```

Computed properties:
2S+1 ... 2
Kohn-Sham gap (spin up / spin down) ... 6.97 / 7.48 eV
Total charge ... +1

Results of the Löwdin charge analysis, in e, for atoms 1 through 5:
1. C -0.067
2. N -0.016
3. C -0.065
4. C -0.003
5. C 0.114

<Q>
ORCA calculation (ωB97M-V/def2-TZVPD) on a gas-phase ion, C7H9N (charge +1).

```
17
Properties=species:S:1:pos:R:3
C 2.943 0.348 -0.249
C 1.569 0.089 0.102
C 0.862 -0.975 -0.454
N -0.337 -1.590 0.031
C -0.898 -0.218 0.367
C 0.290 0.584 -0.267
C -3.442 0.337 0.460
C -2.021 0.434 0.681
H 3.370 -0.513 -0.787
H 3.655 0.368 0.600
H 3.138 1.263 -0.806
H 1.039 -1.262 -1.496
H -0.259 -1.874 1.010
H -0.104 1.045 -1.168
H -3.919 -0.035 -0.433
H -4.084 0.589 1.288
H -1.803 1.412 1.122
```

Computed properties:
2S+1 ... 2
Kohn-Sham gap (spin up / spin down) ... 5.26 / 7.36 eV
Total charge ... +1

Results of the Löwdin charge analysis, in e, for atoms 1 through 5:
1. C 0.008
2. C -0.059
3. C -0.093
4. N 0.110
5. C -0.178

Most stable to least stable, the ends of the list are <P> and <Q>.

<P>
ORCA calculation (ωB97M-V/def2-TZVPD) on CH4O3 in the gas phase.

```
8
Properties=species:S:1:pos:R:3
C 0.332 0.466 -0.118
O 1.183 -0.792 0.210
O -1.817 -0.345 -0.186
O -0.892 0.398 0.534
H 0.787 1.524 0.254
H 0.176 0.384 -1.263
H 1.365 -0.703 1.155
H -1.133 -0.932 -0.586
```

Computed properties:
Kohn-Sham gap ... 11.03 eV
Structure (SMILES) ... OCOO

Results of the Löwdin charge analysis, in e, for atoms 1 through 5:
1. C -0.214
2. O -0.089
3. O -0.014
4. O -0.169
5. H 0.176

<Q>
ORCA calculation (ωB97M-V/def2-TZVPD) on 2 unconnected molecules or ions with the total composition CH4O3.

```
8
Properties=species:S:1:pos:R:3
O 1.132 -1.249 -1.530
C 0.330 -1.047 -0.694
O -0.676 -0.137 -1.019
H 0.188 -1.355 0.293
H -0.954 -0.039 -1.946
H -0.141 0.609 1.196
H -0.292 1.876 1.997
O 0.413 1.343 1.703
```

Computed properties:
Kohn-Sham gap ... 11.86 eV
Structure (SMILES) ... O=CO.O

Results of the Löwdin charge analysis, in e, for atoms 1 through 5:
1. O 0.112
2. C -0.339
3. O 0.010
4. H 0.117
5. H 0.118

Most stable to least stable, the ends of the list are <Q> and <P>.

<P>
ORCA calculation (ωB97M-V/def2-TZVPD) on 2 unconnected molecules or ions with the total composition C3H9O.

```
13
Properties=species:S:1:pos:R:3
O 2.664 0.844 0.163
H 3.252 0.290 0.706
C -1.023 0.768 0.737
C -0.325 -0.369 -0.024
C -1.266 -1.180 -0.916
H -1.265 1.586 0.052
H -0.358 1.175 1.495
H -1.953 0.442 1.215
H 0.145 -1.044 0.694
H 0.482 0.080 -0.585
H -0.716 -2.007 -1.371
H -2.004 -1.667 -0.274
H -1.757 -0.570 -1.677
```

Computed properties:
2S+1 ... 2
Kohn-Sham gap (spin up / spin down) ... 12.31 / 9.28 eV

Results of the Löwdin charge analysis, in e, for atoms 1 through 5:
1. O 0.003
2. H 0.013
3. C -0.123
4. C -0.336
5. C -0.124

<Q>
ORCA calculation (ωB97M-V/def2-TZVPD) on 2 unconnected molecules or ions with the total composition C3H9O.

```
13
Properties=species:S:1:pos:R:3
C -0.083 -1.589 2.140
H -0.823 -1.107 1.486
H -0.352 -1.510 3.130
H -0.042 -2.520 1.514
H 0.895 -1.131 1.979
C -0.218 1.408 -0.646
O -0.943 0.452 0.088
C 0.341 0.627 -1.881
H -0.880 2.190 -1.099
H 0.632 2.007 -0.080
H -0.431 0.436 -2.726
H 1.254 1.080 -2.369
H 0.650 -0.344 -1.536
```

Computed properties:
2S+1 ... 2
Kohn-Sham gap (spin up / spin down) ... 11.85 / 8.69 eV

Results of the Löwdin charge analysis, in e, for atoms 1 through 5:
1. C -0.047
2. H -0.013
3. H -0.016
4. H 0.040
5. H 0.018

Most stable to least stable, the ends of the list are <P> and <Q>.

<P>
ORCA calculation (ωB97M-V/def2-TZVPD) on C5H8ClNO in the gas phase.

```
16
Properties=species:S:1:pos:R:3
C 0.303 1.147 -0.497
C 1.338 0.387 0.479
C 0.470 -0.961 0.969
C -1.725 -0.774 -0.635
C -0.398 -0.118 -0.977
H -1.046 1.492 0.775
H 0.970 1.779 -1.174
H 1.571 1.090 1.306
H 0.265 -0.891 2.114
H 1.003 -1.797 0.577
H -2.724 -0.264 -0.595
H -1.889 -1.792 -0.986
H 0.311 -0.693 -1.563
N -0.757 -0.585 0.365
O -0.533 2.075 0.234
Cl 2.841 -0.095 -0.392
```

Computed properties:
Kohn-Sham gap ... 10.14 eV
Structure (SMILES) ... O[C@H]1[C@H](Cl)CN2C[C@@H]12

Results of the Löwdin charge analysis, in e, for atoms 1 through 5:
1. C -0.323
2. C -0.558
3. C -0.152
4. C -0.054
5. C -0.193

<Q>
ORCA calculation (ωB97M-V/def2-TZVPD) on 2 unconnected molecules or ions with the total composition C5H8ClNO.

```
16
Properties=species:S:1:pos:R:3
C -1.667 -0.142 -0.593
C -1.514 -0.638 0.637
C 2.626 -0.029 -0.044
C -1.900 -2.061 1.046
C 1.983 2.178 -0.891
N 2.069 1.020 -0.147
O 3.006 -1.043 0.348
Cl -0.701 0.216 1.740
H -1.434 0.944 -0.776
H -2.156 -0.874 -1.321
H -1.102 -2.564 1.542
H -2.215 -2.617 0.160
H -2.787 -2.079 1.667
H 2.865 2.703 -1.187
H 1.517 2.133 -1.843
H 1.410 2.852 -0.339
```

Computed properties:
Kohn-Sham gap ... 9.80 eV
Structure (SMILES) ... C=C(C)Cl.CN=C=O

Results of the Löwdin charge analysis, in e, for atoms 1 through 5:
1. C -0.056
2. C -0.934
3. C -0.346
4. C -0.113
5. C -0.127

Most stable to least stable, the ends of the list are <Q> and <P>.

<P>
ORCA calculation (ωB97M-V/def2-TZVPD) on C3H3P3 in the gas phase.

```
9
Properties=species:S:1:pos:R:3
C -0.243 0.013 -0.176
C -0.650 -1.072 -0.518
C -1.174 -2.501 -2.670
P 0.268 1.600 0.395
P -1.180 -2.698 -0.884
P -1.535 -2.387 -4.174
H 1.539 1.022 0.631
H 0.109 -3.235 -1.017
H 0.711 1.781 -0.957
```

Computed properties:
Kohn-Sham gap ... 9.28 eV
Structure (SMILES) ... P#C[PH]#CC#[PH2]

Results of the Löwdin charge analysis, in e, for atoms 1 through 5:
1. C -0.518
2. C -0.442
3. C -0.989
4. P 0.756
5. P 0.739

<Q>
ORCA calculation (ωB97M-V/def2-TZVPD) on C3H3P3 in the gas phase.

```
9
Properties=species:S:1:pos:R:3
C 0.854 1.033 0.005
C 0.895 -0.348 -0.121
C -0.452 -0.543 -0.202
P 0.548 2.645 0.014
P 2.299 -1.305 0.073
P -2.012 -0.146 0.059
H -0.761 2.750 0.319
H 1.573 -2.650 -0.085
H -2.944 -1.437 -0.062
```

Computed properties:
Kohn-Sham gap (spin up / spin down) ... 5.96 / 6.08 eV

Results of the Löwdin charge analysis, in e, for atoms 1 through 5:
1. C -0.560
2. C -0.974
3. C -0.547
4. P 0.818
5. P 0.878

Most stable to least stable, the ends of the list are <P> and <Q>.